Below is 2 unconnected molecules or ions with the total composition C3H5N, with properties calculated with ωB97M-V with the def2-TZVPD basis set.

The value obtained for the largest force on an atom is 1.85 eV Å⁻¹. As for the multiplicity: 1. As for the orbital gap (alpha / beta): 0.348 / 0.314 Eh. Its net charge is 0. The calculated total energy is -171.89816 Ha. The energy relative to the best compared isomer or geometry (same formula, charge and spin) comes out at 98.5 kcal/mol.

Cartesian coordinates (Å):
C 1.141 -0.610 -1.718
C -0.030 0.815 0.121
C 0.011 -0.312 -0.881
N 2.016 -1.069 -2.346
H -0.836 1.495 -0.203
H -0.463 0.453 1.037
H 0.925 1.274 0.464
H -0.971 -0.646 -1.176
H 0.181 -2.315 0.102